Formula: C76H197N15O23
Source: the OMol25 dataset
Level of theory: the ωB97M-V functional and the def2-TZVPD basis

Last columns: bonded neighbours and bond lengths (Å).
Cartesian coordinates (Å):
1 H -0.74714 -1.77563 2.48606  C111 1.090
2 O 0.60163 7.00134 2.34274  C89 1.362, C191 1.466
3 O -0.39326 -4.42769 7.35580  C74 1.420, C264 1.426
4 C -6.48693 -5.58611 2.24713  O42 1.437, H66 1.118, C120 1.521, H129 1.095
5 N -5.68533 -4.48087 0.28891  H45 1.018, C120 1.499, C310 1.480
6 H 0.82990 -2.44208 2.88685  C111 1.101
7 N -1.49610 0.66303 1.24344  C70 1.472, H160 1.024, H204 1.039
8 C 4.95630 3.53584 4.06108  H87 1.135, C95 1.515, O235 1.454, H251 1.089
9 H 3.78276 4.74957 6.12634  C34 1.095
10 H -3.70188 0.14749 4.54911  C35 1.090
11 C 4.99146 3.17352 -6.35583  H53 1.076, H199 1.110, C209 1.529, H234 1.082
12 C 1.81773 -0.14617 3.70107  H16 1.111, C29 1.570, O192 1.422, H302 1.096
13 H -0.35670 -4.10009 -7.10159  C104 1.106
14 C 4.60567 -1.27897 -3.90861  C68 1.501, H148 1.059, H246 1.096, O303 1.431
15 H 2.42065 -2.54097 0.50651  C21 1.101
16 H 2.52850 -0.99798 3.64577  C12 1.111
17 O 1.11711 1.40312 -1.27120  C119 1.415, C132 1.416
18 C -2.26214 -8.03166 2.03807  N140 1.444, H183 1.141, C218 1.547, H282 1.089
19 C -8.06137 -1.56895 0.10126  O57 1.417, H106 1.110, C232 1.560, H239 1.110
20 H 1.87515 0.22430 -10.54652  C292 1.095
21 C 3.40245 -3.02543 0.62089  H15 1.101, C41 1.513, H54 1.114, O300 1.450
22 H 6.00097 1.48742 0.76009  C201 1.080
23 C -5.43650 2.35389 0.96755  H26 1.085, H28 1.102, H46 1.096, C261 1.531
24 H 5.40805 3.37932 1.97573  C95 1.123
25 H -0.52012 -7.29239 1.38616  N140 1.024
26 H -5.99913 3.11577 0.43728  C23 1.085
27 O 2.52896 1.22810 -8.83753  C245 1.410, C292 1.397
28 H -4.57251 2.05059 0.35429  C23 1.102
29 C 1.47511 0.30144 5.16692  C12 1.570, C50 1.534, H51 1.079, N167 1.455
30 H -2.59810 -5.49682 2.91344  C135 1.099
31 H 0.81748 4.29834 -5.74770  C305 1.061
32 H -0.64205 3.39640 2.20112  C150 1.068
33 N 5.14601 4.91952 -8.01227  H52 0.990, C209 1.484, H241 0.995
34 C 3.90191 3.66394 6.21186  H9 1.095, O235 1.420, H236 1.051, H268 1.074
35 C -2.97016 -0.65022 4.67553  H10 1.090, C113 1.506, O114 1.383, H162 1.078
36 H -4.48551 -2.37581 2.34412  C298 1.070
37 H -0.12041 1.56607 4.38998  C50 1.089
38 H -3.77272 4.28800 3.16063  C125 1.070
39 H -4.71994 6.12064 -2.21328  N206 1.004
40 H 2.70600 3.06412 -1.87035  C197 1.074
41 C 4.40791 -2.39687 -0.31859  C21 1.513, N67 1.501, H96 1.082, H290 1.130
42 O -5.16328 -5.27880 2.71518  C4 1.437, C102 1.457
43 H -7.26992 -5.88966 0.30688  C120 1.073
44 H -6.74617 -0.74579 4.01571  C99 1.106
45 H -4.83659 -4.32907 0.83079  N5 1.018
46 H -6.06068 1.46298 1.10014  C23 1.096
47 H -0.63412 7.30571 3.94481  C89 1.118
48 H 7.42800 0.00762 1.96680  C279 1.116
49 H -5.15171 5.29435 -3.48879  N206 1.006
50 C 0.76644 1.65303 5.01514  C29 1.534, H37 1.089, H195 1.101, H308 1.116
51 H 0.79291 -0.38319 5.64756  C29 1.079
52 H 4.77400 4.18311 -8.55925  N33 0.990
53 H 5.80721 2.79005 -6.94354  C11 1.076
54 H 3.70654 -2.75876 1.65887  C21 1.114
55 H -2.47369 -10.15351 2.64922  C218 1.120
56 H -2.25518 -4.03784 1.87445  C135 1.098
57 O -7.40933 -0.41605 -0.40363  C19 1.417, C198 1.374
58 H -1.23806 -1.39826 -4.87720  C178 1.147
59 C 5.83678 -0.29362 -5.74944  H127 1.072, H157 1.088, H242 1.090, O303 1.395
60 C 1.89286 -4.34280 -4.77740  O65 1.425, H73 1.123, H173 1.053, C238 1.514
61 H -4.21641 -4.55482 4.38682  C102 1.101
62 C 4.95497 3.64357 -1.59906  H117 1.122, H152 1.069, N172 1.468, C285 1.563
63 H -7.93036 0.12108 2.11529  N64 1.007
64 N -8.22948 -0.77770 2.45793  H63 1.007, C99 1.431, C232 1.478
65 O 0.68021 -4.72261 -5.42154  C60 1.425, C104 1.425
66 H -7.07213 -4.65994 2.47210  C4 1.118
67 N 4.04058 -2.27162 -1.76834  C41 1.501, C68 1.449, H230 0.997
68 C 4.84668 -1.26388 -2.42751  C14 1.501, N67 1.449, H109 1.101, H189 1.118
69 H -0.20749 -1.70506 4.13422  C111 1.116
70 C -0.92372 0.75430 -0.10929  N7 1.472, C119 1.487, C226 1.536, H266 1.127
71 H 0.79878 1.54874 -9.95366  C292 1.142
72 C -0.59521 -5.00112 4.05344  O131 1.396, H269 1.120, H291 1.082, H294 1.091
73 H 2.04642 -3.23300 -4.69577  C60 1.123
74 C 0.66783 -5.37083 7.39568  O3 1.420, H123 1.100, H174 1.072, H190 1.105
75 H 3.29717 1.04701 5.64066  N167 0.975
76 H -5.51958 -5.76709 4.66547  C102 1.080
77 H -0.91476 6.80967 -1.39449  C134 1.102
78 H -1.30251 5.01196 1.97301  C150 1.108
79 C -3.92812 3.19526 -3.32822  C136 1.589, H215 1.089, H237 1.135, H284 1.072
80 H -6.19031 -4.09481 -1.85385  C310 1.107
81 H -1.75978 4.28872 -1.90442  C208 1.097
82 H -8.33185 -0.23017 5.78843  C249 1.103
83 H -2.44542 5.57438 -2.99773  C208 1.113
84 H 4.55607 4.67001 -3.34618  N172 1.006
85 H 1.19035 -3.34528 -6.95458  C104 1.104
86 H 0.74360 -2.79670 6.78813  C264 1.140
87 H 4.76572 4.64973 3.95254  C8 1.135
88 H 5.29793 1.71795 -2.83232  C285 1.103
89 C 0.30242 7.69574 3.47500  O2 1.362, H47 1.118, H166 1.126, H219 1.120
90 H 2.12132 -6.08246 0.85466  C124 1.089
91 H 7.67480 -1.88977 3.43879  C164 1.134
92 H 2.65582 7.36655 2.51414  C191 1.128
93 H -9.05426 0.34593 -1.54572  C198 1.136
94 H 1.28649 5.03648 -2.37961  C139 1.127
95 C 4.84767 2.78775 2.74852  C8 1.515, H24 1.123, H143 1.089, N149 1.456
96 H 5.37354 -2.86159 -0.16762  C41 1.082
97 H -3.38552 -0.56957 -5.71762  C214 1.105
98 H 3.01704 4.35490 0.56147  C281 1.086
99 C -7.81878 -0.93133 3.81967  H44 1.106, N64 1.431, H216 1.103, C249 1.534
100 N 3.36776 -5.15472 -2.92667  H177 0.995, H200 1.056, C238 1.522
101 C 1.29971 0.73834 -6.79494  H155 1.091, H225 1.091, N228 1.481, C245 1.494
102 C -5.23225 -4.88314 4.11574  O42 1.457, H61 1.101, H76 1.080, H253 1.116
103 C -2.26642 -2.67817 -0.45908  H180 1.071, O212 1.410, H244 1.136, H265 1.085
104 C 0.33769 -3.69132 -6.34406  H13 1.106, O65 1.425, H85 1.104, H304 1.102
105 H 0.48451 -11.29086 2.34424  C240 1.106
106 H -7.67843 -2.41453 -0.50690  C19 1.110
107 H 6.60590 -0.89653 0.59725  C279 1.128
108 H -3.47545 1.00535 -4.80533  C214 1.119
109 H 4.55214 -0.29517 -1.99433  C68 1.101
110 C 7.79039 1.40675 -2.27583  O156 1.434, H220 1.077, H275 1.072, H295 1.087
111 C 0.14824 -1.59955 3.08149  H1 1.090, H6 1.101, H69 1.116, O192 1.359
112 H -5.02536 -5.29593 -1.57940  C310 1.092
113 C -2.74168 -0.97482 6.12784  C35 1.506, N176 1.404, H202 1.082, H270 1.114
114 O -3.30400 -1.75606 3.91559  C35 1.383, C298 1.431
115 H -0.74048 5.32507 -0.54849  C134 1.058
116 C 1.04612 -4.34750 -2.35769  H122 1.125, C238 1.508, H252 1.064, H258 1.100
117 H 5.64712 4.32697 -1.03961  C62 1.122
118 O -8.35447 1.34434 4.47551  C187 1.433, C249 1.436
119 C 0.34472 1.52979 -0.09198  O17 1.415, C70 1.487, H267 1.075, H301 1.103
120 C -6.30014 -5.76833 0.74919  C4 1.521, N5 1.499, H43 1.073, H233 1.122
121 H -1.51674 -0.03700 -3.60578  C178 1.146
122 H 1.45109 -3.39796 -1.91100  C116 1.125
123 H 1.56729 -4.97136 6.90342  C74 1.100
124 C 2.14364 -5.02847 1.12672  H90 1.089, H146 1.112, H163 1.102, O300 1.417
125 C -3.87188 3.90165 2.16735  H38 1.070, O243 1.416, C261 1.499, H297 1.080
126 H 8.10907 6.37391 -4.06559  C222 1.101
127 H 5.74515 0.63797 -6.27284  C59 1.072
128 H -10.19607 1.88156 5.24775  C187 1.065
129 H -6.93730 -6.44240 2.76086  C4 1.095
130 H -6.56073 -1.90945 1.62996  C232 1.118
131 O -0.60996 -5.06080 2.65910  C72 1.396, C135 1.449
132 C 1.81662 0.17627 -1.37993  O17 1.416, H138 1.080, H185 1.141, H262 1.098
133 H -6.65586 2.78245 3.43047  N142 1.037
134 C -1.34223 6.19496 -0.58630  H77 1.102, H115 1.058, O159 1.396, H286 1.068
135 C -1.95946 -5.06327 2.13142  H30 1.099, H56 1.098, O131 1.449, C309 1.528
136 C -3.92322 4.28778 -2.17495  C79 1.589, N206 1.455, C208 1.468, H271 1.110
137 N 3.01075 6.97970 -0.32988  H151 1.018, H186 0.986, C194 1.424
138 H 1.12333 -0.64538 -1.47842  C132 1.080
139 C 1.64219 4.37435 -3.21887  H94 1.127, C197 1.564, O207 1.416, H306 1.095
140 N -1.49285 -7.29277 1.06480  C18 1.444, H25 1.024, C309 1.426
141 H -9.68481 -0.19819 4.51497  C249 1.078
142 N -6.04485 3.52225 3.03646  H133 1.037, H154 1.008, C261 1.460
143 H 3.79448 2.65261 2.50692  C95 1.089
144 H -1.03364 -11.44872 3.26819  C240 1.107
145 H -7.46839 1.16691 -1.64427  C198 1.108
146 H 1.25743 -4.49329 0.72131  C124 1.112
147 O -0.56109 -9.51105 2.74359  C218 1.395, C240 1.424
148 H 4.83724 -2.23455 -4.30108  C14 1.059
149 N 5.54035 1.50743 2.75124  C95 1.456, C201 1.475, H231 1.028
150 C -1.51705 3.99146 2.34857  H32 1.068, H78 1.108, O243 1.431, H250 1.126
151 H 2.38616 7.58932 -0.85383  N137 1.018
152 H 4.41049 3.02405 -0.91926  C62 1.069
153 H 0.46008 -3.01084 8.58211  C264 1.081
154 H -6.59178 4.09442 2.41290  N142 1.008
155 H 1.69375 1.65903 -6.36231  C101 1.091
156 O 6.80500 2.14284 -1.53905  C110 1.434, C285 1.440
157 H 6.88004 -0.57638 -5.87013  C59 1.088
158 H -7.67243 -0.39138 -2.44326  C198 1.100
159 O -2.64872 5.78073 -0.84916  C134 1.396, C208 1.496
160 H -1.94087 1.53343 1.54708  N7 1.024
161 H 6.26482 -2.79105 3.88208  C164 1.095
162 H -2.03444 -0.27876 4.28937  C35 1.078
163 H 2.17240 -4.92856 2.22398  C124 1.102
164 C 6.71268 -2.30786 3.00786  H91 1.134, H161 1.095, O171 1.392, H254 1.126
165 H -4.05362 -3.21980 -2.43062  C307 1.089
166 H 1.17756 7.59054 4.17628  C89 1.126
167 N 2.69907 0.34312 5.95325  C29 1.455, H75 0.975, H210 1.025
168 H -2.94052 -5.93964 0.50254  C309 1.100
169 H -8.11754 -2.78684 1.86205  C232 1.083
170 C -1.21027 -2.16975 7.59882  N176 1.434, H260 1.140, C264 1.516, H272 1.135
171 O 5.85450 -1.32585 2.52180  C164 1.392, C279 1.453
172 N 4.07232 4.37849 -2.51359  C62 1.468, H84 1.006, C197 1.461
173 H 2.70474 -4.71521 -5.33426  C60 1.053
174 H 0.26136 -6.23923 6.91666  C74 1.072
175 H 3.19480 2.85386 -3.59841  C197 1.092
176 N -1.77569 -1.98043 6.29488  C113 1.404, C170 1.434, H223 1.004
177 H 3.77405 -5.88862 -3.46159  N100 0.995
178 C -1.07324 -0.28998 -4.63206  H58 1.147, H121 1.146, C283 1.498, O287 1.389
179 H 4.27304 5.18842 -6.07056  C209 1.080
180 H -1.96538 -2.34895 -1.43313  C103 1.071
181 H 2.00650 4.65064 1.94507  C281 1.085
182 H 1.13418 6.20385 0.25723  C194 1.082
183 H -2.10255 -7.69719 3.11772  C18 1.141
184 H 0.47206 -10.76790 4.02017  C240 1.082
185 H 2.48247 -0.03832 -0.47842  C132 1.141
186 H 3.43769 6.38708 -0.99160  N137 0.986
187 C -9.17202 2.16481 5.31897  O118 1.433, H128 1.065, H193 1.126, H203 1.081
188 H 2.16068 5.33585 -6.24032  C305 1.088
189 H 5.93670 -1.38926 -2.21177  C68 1.118
190 H 0.97482 -5.54882 8.44218  C74 1.105
191 C 1.85465 7.44531 1.72453  O2 1.466, H92 1.128, C194 1.530, H196 1.059
192 O 0.71201 -0.38703 2.84065  C12 1.422, C111 1.359
193 H -8.83600 2.15421 6.39342  C187 1.126
194 C 2.12795 6.40965 0.63171  N137 1.424, H182 1.082, C191 1.530, C281 1.572
195 H 1.38966 2.47042 4.61981  C50 1.101
196 H 1.71242 8.45346 1.43419  C191 1.059
197 C 2.90562 3.54939 -2.80720  H40 1.074, C139 1.564, N172 1.461, H175 1.092
198 C -7.93222 0.16710 -1.53193  O57 1.374, H93 1.136, H145 1.108, H158 1.100
199 H 4.10394 2.75659 -6.87691  C11 1.110
200 H 3.38141 -5.41866 -1.90410  N100 1.056
201 C 5.54139 0.80127 1.45592  H22 1.080, N149 1.475, H277 1.106, C279 1.502
202 H -2.32067 -0.06017 6.52462  C113 1.082
203 H -9.04138 3.16502 4.92895  C187 1.081
204 H -0.65128 0.49367 1.82431  N7 1.039
205 H -1.57196 1.35571 -2.12314  C226 1.088
206 N -5.00857 5.20149 -2.49699  H39 1.004, H49 1.006, C136 1.455
207 O 1.93826 5.26636 -4.27820  C139 1.416, C305 1.412
208 C -2.61519 4.94952 -2.09303  H81 1.097, H83 1.113, C136 1.468, O159 1.496
209 C 5.10178 4.68669 -6.54732  C11 1.529, N33 1.484, H179 1.080, C311 1.506
210 H 3.24373 -0.51984 6.04657  N167 1.025
211 H -2.86333 0.71176 -1.15795  C226 1.075
212 O -3.22500 -3.70298 -0.59780  C103 1.410, C307 1.392
213 H 1.52953 -5.99375 -3.60390  C238 1.113
214 C -3.04146 0.48069 -5.69380  H97 1.105, H108 1.119, O287 1.425, H299 1.097
215 H -3.24979 2.35755 -3.17223  C79 1.089
216 H -8.06787 -1.93876 4.19198  C99 1.103
217 H -4.78595 -0.74820 2.77387  C298 1.066
218 C -1.77864 -9.50140 2.06185  C18 1.547, H55 1.120, O147 1.395, H224 1.125
219 H 0.09372 8.78003 3.28778  C89 1.120
220 H 8.46067 0.88634 -1.61309  C110 1.077
221 H 1.70032 -0.61563 -8.34806  C245 1.068
222 C 7.01271 6.35243 -3.96160  H126 1.101, H257 1.085, H289 1.094, O296 1.421
223 H -2.17148 -2.84056 5.96015  N176 1.004
224 H -1.66242 -9.91740 1.02313  C218 1.125
225 H 0.30617 0.95699 -7.18920  C101 1.091
226 C -1.95939 1.29130 -1.10885  C70 1.536, H205 1.088, H211 1.075, H293 1.086
227 H -3.32234 -1.09999 2.02897  C298 1.042
228 N 1.09202 -0.33927 -5.80076  C101 1.481, H247 0.999, C283 1.484
229 H 6.49488 6.30465 -6.34707  C311 1.083
230 H 4.19017 -3.16732 -2.18013  N67 0.997
231 H 5.15721 0.85919 3.45176  N149 1.028
232 C -7.67564 -1.83698 1.58900  C19 1.560, N64 1.478, H130 1.118, H169 1.083
233 H -5.67046 -6.63534 0.41737  C120 1.122
234 H 5.11337 2.93048 -5.30813  C11 1.082
235 O 3.91725 3.02805 4.94221  C8 1.454, C34 1.420
236 H 4.71077 3.33175 6.79433  C34 1.051
237 H -3.52867 3.69031 -4.26806  C79 1.135
238 C 1.93264 -4.97604 -3.40258  C60 1.514, N100 1.522, C116 1.508, H213 1.113
239 H -9.15295 -1.44323 -0.05374  C19 1.110
240 C -0.13659 -10.81551 3.12687  H105 1.106, H144 1.107, O147 1.424, H184 1.082
241 H 4.65837 5.74930 -8.26321  N33 0.995
242 H 5.24247 -1.05299 -6.25679  C59 1.090
243 O -2.64031 3.35780 1.72894  C125 1.416, C150 1.431
244 H -1.36953 -3.16325 0.04223  C103 1.136
245 C 2.16639 0.23606 -7.90305  O27 1.410, C101 1.494, H221 1.068, H255 1.102
246 H 3.53194 -1.23026 -4.12281  C14 1.096
247 H 2.03403 -0.54079 -5.53635  N228 0.999
248 H 2.46728 3.73515 -5.57735  C305 1.092
249 C -8.64590 -0.03485 4.74965  H82 1.103, C99 1.534, O118 1.436, H141 1.078
250 H -1.62926 4.10959 3.46227  C150 1.126
251 H 5.89840 3.36214 4.57826  C8 1.089
252 H 0.14926 -4.02947 -2.83374  C116 1.064
253 H -5.92269 -4.02262 4.28149  C102 1.116
254 H 7.08923 -3.04829 2.24696  C164 1.126
255 H 3.14594 -0.12533 -7.54978  C245 1.102
256 H -4.59042 2.07025 2.99434  C261 1.105
257 H 6.76303 7.29043 -4.44578  C222 1.085
258 H 0.76336 -5.06931 -1.57660  C116 1.100
259 H 3.59789 5.43253 1.86622  C281 1.091
260 H -1.96430 -2.52895 8.37498  C170 1.140
261 C -4.94927 2.87178 2.32350  C23 1.531, C125 1.499, N142 1.460, H256 1.105
262 H 2.46358 0.32096 -2.25509  C132 1.098
263 H 6.23832 3.27603 -3.21207  C285 1.106
264 C 0.00181 -3.08074 7.60535  O3 1.426, H86 1.140, H153 1.081, C170 1.516
265 H -2.71889 -1.91454 0.16542  C103 1.085
266 H -0.64076 -0.30551 -0.36991  C70 1.127
267 H 0.11156 2.57913 -0.09386  C119 1.075
268 H 3.09828 3.23834 6.78391  C34 1.074
269 H -1.23046 -5.77653 4.55231  C72 1.120
270 H -3.69001 -1.18389 6.67351  C113 1.114
271 H -4.18077 3.84462 -1.19085  C136 1.110
272 H -0.90398 -1.17354 8.04811  C170 1.135
273 H 2.36163 2.00570 -10.68683  C292 1.108
274 H -4.55374 -2.37181 -0.89611  C307 1.063
275 H 8.38426 2.12432 -2.80627  C110 1.072
276 H 0.81024 -0.70355 -3.77585  C283 1.110
277 H 4.52311 0.57369 1.09038  C201 1.106
278 H 7.30034 4.77335 -6.34598  C311 1.089
279 C 6.45323 -0.38489 1.59124  H48 1.116, H107 1.128, O171 1.453, C201 1.502
280 H 0.59622 1.02128 -4.17186  C283 1.109
281 C 2.73175 5.11351 1.28479  H98 1.086, H181 1.085, C194 1.572, H259 1.091
282 H -3.29827 -7.98142 1.70759  C18 1.089
283 C 0.39435 -0.00766 -4.53355  C178 1.498, N228 1.484, H276 1.110, H280 1.109
284 H -4.93936 2.86698 -3.46347  C79 1.072
285 C 5.78941 2.62385 -2.43945  C62 1.563, H88 1.103, O156 1.440, H263 1.106
286 H -1.32549 6.70397 0.35287  C134 1.068
287 O -1.61858 0.51336 -5.62539  C178 1.389, C214 1.425
288 H -1.25715 -5.40689 0.15287  C309 1.114
289 H 6.78444 6.32542 -2.89174  C222 1.094
290 H 4.48759 -1.32219 0.02098  C41 1.130
291 H 0.43208 -5.07981 4.38471  C72 1.082
292 C 1.88368 1.21304 -10.07699  H20 1.095, O27 1.397, H71 1.142, H273 1.108
293 H -2.31661 2.26186 -0.77689  C226 1.086
294 H -1.01680 -4.03881 4.34929  C72 1.091
295 H 7.34410 0.70005 -2.97078  C110 1.087
296 O 6.38707 5.23488 -4.57814  C222 1.421, C311 1.451
297 H -4.22815 4.64009 1.46420  C125 1.080
298 C -4.01695 -1.48374 2.70485  H36 1.070, O114 1.431, H217 1.066, H227 1.042
299 H -3.32487 0.89670 -6.66890  C214 1.097
300 O 3.30474 -4.46964 0.53812  C21 1.450, C124 1.417
301 H 0.93215 1.21192 0.78556  C119 1.103
302 H 2.40753 0.67408 3.27659  C12 1.096
303 O 5.42752 -0.22331 -4.41771  C14 1.431, C59 1.395
304 H -0.07007 -2.80901 -5.82428  C104 1.102
305 C 1.80723 4.60334 -5.51791  H31 1.061, H188 1.088, O207 1.412, H248 1.092
306 H 0.83186 3.71245 -3.54022  C139 1.095
307 C -4.30493 -3.28853 -1.37308  H165 1.089, O212 1.392, H274 1.063, C310 1.524
308 H 0.32014 1.97980 5.98428  C50 1.116
309 C -1.90849 -5.94079 0.88181  C135 1.528, N140 1.426, H168 1.100, H288 1.114
310 C -5.37328 -4.35262 -1.15228  N5 1.480, H80 1.107, H112 1.092, C307 1.524
311 C 6.38783 5.27498 -6.02838  C209 1.506, H229 1.083, H278 1.089, O296 1.451

Gap between HOMO and LUMO (hartree): 0.32936
ΔE to the lowest compared entry with this formula, charge and spin (kcal/mol): 24.1
Total energy (hartree): -5565.133657